(1)
The following is a quantum chemistry calculation of 8 unconnected molecules or ions with the total composition C32H78N6O2S2 at a distorted geometry, from the Open Molecules 2025 dataset.

Geometry as XYZ:
```
120
Properties=species:S:1:pos:R:3
C 1.603 -0.255 -0.648
C 0.043 -0.204 -0.630
N -0.416 0.365 0.650
C -0.368 -0.563 1.742
C -0.368 0.112 3.115
C -1.699 1.155 0.526
C -2.860 0.251 0.065
H 1.929 -1.057 0.014
H 2.082 0.638 -0.245
H 1.964 -0.486 -1.650
H -0.197 0.411 -1.497
H -0.399 -1.195 -0.727
H -1.236 -1.213 1.629
H 0.541 -1.163 1.774
H -1.023 -0.552 3.678
H 0.606 0.064 3.602
H -0.827 1.100 3.083
H -1.465 1.965 -0.165
H -2.061 1.617 1.444
H -3.178 -0.229 0.991
H -2.609 -0.416 -0.760
H -3.698 0.857 -0.278
C 0.710 -1.330 -5.313
C 0.792 -0.029 -4.606
N 1.432 1.185 -5.315
C 0.939 1.340 -6.656
C 1.916 2.041 -7.519
C 1.461 2.337 -4.391
C 2.574 2.369 -3.307
H 0.774 -2.169 -4.621
H 1.597 -1.548 -5.908
H -0.215 -1.438 -5.880
H -0.213 0.242 -4.282
H 1.355 -0.249 -3.699
H 0.625 0.382 -7.070
H 0.027 1.935 -6.595
H 2.387 2.894 -7.030
H 2.737 1.365 -7.757
H 1.516 2.493 -8.427
H 0.453 2.475 -3.997
H 1.551 3.207 -5.041
H 3.513 2.191 -3.830
H 2.469 1.655 -2.491
H 2.598 3.397 -2.945
C 0.727 -8.657 -2.275
C 0.113 -8.067 -0.986
N -0.470 -6.674 -1.127
C -1.475 -6.481 -2.307
C -2.670 -7.534 -2.142
C 0.682 -5.908 -1.078
C 0.360 -4.390 -1.141
H 1.637 -8.106 -2.514
H 0.105 -8.498 -3.156
H 1.105 -9.657 -2.065
H -0.650 -8.821 -0.793
H 0.712 -8.120 -0.077
H -1.818 -5.447 -2.343
H -0.956 -6.606 -3.257
H -3.656 -7.218 -2.485
H -2.333 -8.521 -2.459
H -2.868 -7.717 -1.085
H 1.226 -6.097 -2.003
H 1.300 -6.057 -0.192
H -0.256 -4.006 -0.327
H -0.301 -4.041 -1.934
H 1.267 -3.803 -1.280
C 0.955 3.388 1.964
C 0.641 4.551 2.752
N -0.046 4.419 4.090
C 0.649 3.552 5.044
C 2.126 3.838 5.215
C -1.467 4.268 3.880
C -2.262 5.007 5.006
H 0.080 3.069 1.396
H 1.433 2.581 2.519
H 1.604 3.758 1.170
H 1.604 5.022 2.950
H 0.113 5.372 2.266
H 0.300 2.536 4.862
H 0.258 3.769 6.038
H 2.290 4.897 5.418
H 2.818 3.592 4.410
H 2.417 3.403 6.171
H -1.813 4.644 2.918
H -1.749 3.219 3.966
H -1.865 4.868 6.012
H -2.134 6.072 4.811
H -3.322 4.753 5.006
C 5.559 -1.207 -1.535
C 5.645 -1.922 -2.799
N 5.686 -2.534 -3.778
H 4.724 -0.515 -1.640
H 6.509 -0.723 -1.308
H 5.407 -1.956 -0.757
C -4.749 1.413 3.611
C -4.770 2.743 3.029
N -4.796 3.827 2.569
H -5.359 1.438 4.515
H -3.696 1.192 3.785
H -5.147 0.651 2.941
C -7.246 3.306 -0.150
S -6.154 2.045 -0.948
O -6.808 1.635 -2.272
C -4.716 3.157 -1.354
H -6.985 3.429 0.901
H -8.265 2.936 -0.258
H -7.100 4.276 -0.626
H -5.110 3.951 -1.988
H -3.939 2.618 -1.895
H -4.326 3.681 -0.482
C 4.538 0.284 3.670
S 3.420 0.355 5.083
O 2.518 -0.891 5.084
C 4.649 0.011 6.398
H 5.038 -0.684 3.646
H 5.134 1.197 3.698
H 3.858 0.265 2.819
H 5.240 -0.891 6.241
H 4.155 -0.047 7.368
H 5.312 0.861 6.562
```

Values from the calculation:
energy relative to the best compared isomer or geometry (same formula, charge and spin) = 88.9 kJ/mol
multiplicity = 1
gap between HOMO and LUMO = 8.23 eV
highest occupied orbital energy = -8.0 eV
LUMO = 0.23 eV

Results of the Löwdin charge analysis, in e, for atoms 1 through 5: C -0.09; C -0.22; N -0.19; C -0.26; C -0.07



(2)
The following is a quantum chemistry calculation of 10 unconnected molecules or ions with the total composition C32H78N6O8 at a distorted geometry, from the Open Molecules 2025 dataset.

Geometry as XYZ:
```
124
Properties=species:S:1:pos:R:3
C -1.644 30.333 -10.046
C -2.573 29.434 -9.208
C -4.083 29.904 -8.976
C -4.831 28.881 -8.191
C -6.307 29.156 -8.065
C -6.977 27.961 -7.383
H -1.625 30.128 -11.117
H -0.602 30.315 -9.727
H -1.942 31.371 -9.896
H -2.578 28.386 -9.505
H -2.000 29.311 -8.290
H -4.512 30.091 -9.960
H -4.009 30.916 -8.577
H -4.694 27.931 -8.709
H -4.266 28.673 -7.283
H -6.532 30.049 -7.482
H -6.726 29.421 -9.036
H -7.118 27.023 -7.919
H -6.463 27.814 -6.433
H -8.009 28.074 -7.053
C -3.293 28.021 -14.332
C -3.578 28.790 -15.631
C -4.838 29.698 -15.752
C -4.757 30.769 -14.706
C -5.925 31.804 -14.815
C -5.909 32.463 -16.186
H -2.535 27.253 -14.482
H -4.175 27.600 -13.849
H -2.876 28.729 -13.615
H -2.723 29.236 -16.138
H -3.797 27.962 -16.306
H -5.833 29.264 -15.649
H -4.748 30.225 -16.702
H -4.988 30.243 -13.780
H -3.786 31.263 -14.716
H -6.866 31.253 -14.807
H -5.883 32.526 -13.999
H -6.230 31.838 -17.019
H -6.725 33.182 -16.258
H -5.003 33.026 -16.411
C -9.275 33.007 -11.016
C -9.059 31.472 -11.070
C -8.634 30.694 -12.305
C -8.478 29.146 -12.083
C -8.061 28.368 -13.345
C -8.442 26.895 -13.227
H -8.305 33.496 -11.100
H -9.814 33.427 -10.166
H -9.716 33.385 -11.938
H -8.295 31.268 -10.320
H -10.013 31.019 -10.803
H -7.664 31.016 -12.684
H -9.379 30.941 -13.062
H -7.805 28.784 -11.306
H -9.511 28.848 -11.904
H -8.500 28.839 -14.224
H -7.021 28.512 -13.639
H -8.084 26.390 -14.124
H -7.997 26.393 -12.368
H -9.502 26.680 -13.093
C -9.888 22.800 -13.954
C -8.370 22.590 -14.003
O -7.787 23.098 -12.867
O -10.588 22.240 -15.038
H -9.990 23.882 -13.869
H -10.365 22.428 -13.048
H -7.922 23.173 -14.808
H -8.191 21.524 -14.145
H -6.848 23.289 -12.922
H -11.539 22.271 -14.910
O -2.797 23.883 -17.008
C -3.222 23.865 -15.873
N -4.395 24.520 -15.667
C -2.538 23.008 -14.837
H -4.745 24.910 -16.530
H -4.948 24.550 -14.822
H -3.069 22.063 -14.717
H -2.552 23.510 -13.870
H -1.535 22.745 -15.173
O -1.808 21.666 -11.881
C -0.715 21.813 -11.348
N -0.691 21.985 -10.003
C 0.559 21.627 -12.142
H -1.545 21.858 -9.479
H 0.212 21.939 -9.554
H 1.261 22.408 -11.845
H 0.435 21.630 -13.224
H 1.053 20.698 -11.858
O -5.472 19.127 -14.095
C -4.768 19.785 -13.392
N -3.466 19.726 -13.514
C -5.333 20.729 -12.320
H -2.869 20.351 -12.991
H -3.113 19.068 -14.194
H -4.683 20.842 -11.453
H -6.278 20.341 -11.939
H -5.644 21.684 -12.743
O -3.157 25.450 -8.529
C -2.262 24.988 -7.839
N -2.184 23.681 -7.724
C -1.304 25.813 -7.045
H -1.405 23.207 -7.290
H -2.916 23.170 -8.197
H -0.884 25.207 -6.243
H -1.932 26.587 -6.604
H -0.395 26.192 -7.512
O -5.263 24.605 -12.920
C -4.712 25.121 -12.006
N -3.674 24.601 -11.369
C -5.310 26.456 -11.514
H -3.296 25.127 -10.594
H -3.329 23.668 -11.542
H -6.149 26.195 -10.868
H -5.768 26.999 -12.340
H -4.628 27.122 -10.985
O 1.087 25.508 -12.139
C -0.057 25.891 -12.324
N -0.505 26.079 -13.595
C -0.832 26.306 -11.158
H 0.112 26.013 -14.391
H -1.381 26.567 -13.712
H -1.668 26.851 -11.596
H -0.251 27.000 -10.550
H -1.263 25.444 -10.649
```

Values from the calculation:
charge = -1
⟨S²⟩ = 0.7505
multiplicity = 2
gap between HOMO and LUMO (alpha / beta) = 2.19 / 9.22 eV
highest occupied orbital energy (alpha / beta) = -0.1 / -7.1 eV
LUMO (alpha / beta) = 2.08 / 2.08 eV

Results of the Löwdin charge analysis, in e, for atoms 1 through 5: C -0.12; C -0.24; C -0.21; C -0.26; C -0.25



(3)
The following is a quantum chemistry calculation of a molecular structure, C32H80Ba2F3LiN7O14S at a distorted geometry, from the Open Molecules 2025 dataset.

Geometry as XYZ:
```
140
Properties=species:S:1:pos:R:3
Li 3.314 -3.294 -1.038
Ba 2.669 1.462 -4.014
Ba 6.371 -0.589 0.178
N 5.359 -3.717 1.142
O 6.397 -3.133 1.503
O 5.084 -4.876 1.345
O 4.596 -3.012 0.488
C 1.113 0.217 0.847
F 1.412 -0.211 2.061
F 0.127 -0.577 0.435
F 0.824 1.480 0.886
S 2.428 -0.239 -0.519
O 3.769 0.227 -0.099
O 2.386 -1.656 -0.541
O 2.064 0.430 -1.754
C 9.412 -0.204 3.807
C 8.175 -0.420 3.031
C 7.138 0.753 3.329
O 5.938 0.510 2.652
C 4.876 1.227 3.259
N 8.695 -0.217 1.701
H 9.618 0.866 3.843
H 10.300 -0.776 3.537
H 9.229 -0.484 4.845
H 7.804 -1.444 3.069
H 7.449 1.732 2.965
H 7.047 0.833 4.412
H 4.799 2.301 3.089
H 4.986 0.999 4.319
H 3.988 0.802 2.793
H 9.581 -0.699 1.745
H 9.096 0.710 1.663
C 1.666 -0.550 6.421
C 0.557 0.522 6.194
C -0.524 0.211 5.129
O -1.053 -1.075 5.369
C -2.406 -1.273 5.057
N -0.036 0.639 7.480
H 1.311 -1.390 7.017
H 2.528 -0.141 6.948
H 1.985 -0.896 5.437
H 1.224 1.340 5.922
H -0.229 0.256 4.081
H -1.340 0.933 5.160
H -2.942 -1.624 5.939
H -2.628 -1.849 4.158
H -2.913 -0.328 4.866
H -0.822 1.263 7.594
H -0.569 -0.218 7.439
C -4.289 5.802 0.807
C -3.657 4.603 -0.005
C -3.656 3.148 0.599
O -2.732 3.146 1.681
C -2.404 1.866 2.099
N -4.452 4.638 -1.175
H -5.174 5.435 1.327
H -4.288 6.769 0.305
H -3.633 5.982 1.658
H -2.682 5.003 -0.283
H -3.409 2.448 -0.199
H -4.668 2.915 0.930
H -3.046 1.103 1.660
H -2.310 1.647 3.163
H -1.440 1.658 1.635
H -4.374 5.593 -1.495
H -4.027 4.128 -1.937
C 0.997 4.414 -5.651
C 1.430 4.835 -4.255
C 0.473 4.264 -3.121
O 0.578 2.824 -3.000
C -0.497 2.191 -2.312
N 2.808 4.216 -4.158
H 0.691 3.368 -5.683
H 1.511 4.840 -6.512
H 0.064 4.971 -5.731
H 1.623 5.908 -4.272
H -0.542 4.479 -3.456
H 0.675 4.797 -2.192
H -0.610 2.588 -1.303
H -0.273 1.126 -2.247
H -1.414 2.315 -2.887
H 3.094 4.570 -3.256
H 3.390 4.681 -4.840
C 1.504 -6.318 1.609
C 1.115 -5.382 0.539
C 0.481 -4.076 1.029
O -0.477 -4.293 1.981
C -0.914 -3.059 2.548
N 2.347 -5.047 -0.147
H 2.338 -6.022 2.246
H 1.805 -7.276 1.187
H 0.781 -6.576 2.383
H 0.521 -6.009 -0.125
H 0.123 -3.576 0.129
H 1.299 -3.464 1.409
H -1.855 -2.803 2.061
H -0.314 -2.170 2.354
H -1.064 -3.149 3.624
H 2.820 -5.779 -0.659
H 2.866 -5.113 0.717
C 0.728 -0.030 -6.662
C -0.107 -0.224 -5.305
O 0.829 -0.441 -4.267
O 1.849 0.884 -6.559
H 0.121 0.309 -7.502
H 1.116 -1.019 -6.906
H -0.740 -1.112 -5.302
H -0.713 0.673 -5.186
H 1.102 -1.359 -4.209
H 1.943 1.336 -7.400
C -6.203 0.126 -3.340
C -5.848 -0.339 -1.952
C -6.536 -1.698 -1.694
C -5.873 -2.964 -2.260
C -4.404 -2.889 -1.806
C -3.586 -1.661 -2.249
N -4.353 -0.481 -1.778
O -3.635 0.733 -1.995
C -2.153 -1.747 -1.568
C -3.324 -1.717 -3.806
C -6.373 0.530 -0.767
H -5.661 1.060 -3.486
H -7.256 0.247 -3.595
H -5.793 -0.570 -4.073
H -6.822 -1.809 -0.648
H -7.472 -1.896 -2.216
H -5.897 -3.023 -3.348
H -6.204 -3.984 -2.064
H -3.856 -3.679 -2.319
H -4.209 -3.241 -0.792
H -1.514 -0.926 -1.894
H -2.271 -1.606 -0.494
H -1.655 -2.717 -1.541
H -4.183 -1.966 -4.430
H -2.911 -0.730 -4.017
H -2.475 -2.350 -4.062
H -6.020 1.560 -0.811
H -5.930 0.328 0.208
H -7.463 0.552 -0.739
H -3.232 0.859 -1.133
```

Values from the calculation:
charge = +4
⟨S²⟩ = 0.7545
multiplicity = 2
gap between HOMO and LUMO (alpha / beta) = 5.16 / 3.34 eV
highest occupied orbital energy (alpha / beta) = -15.2 / -15.2 eV
LUMO (alpha / beta) = -10.09 / -11.91 eV

Results of the Löwdin charge analysis, in e, for atoms 1 through 5: Li 0.71; Ba 2.10; Ba 2.02; N -0.62; O -0.12